C6H9O2 | ωB97M-V/def2-TZVPD

Geometry as ORCA input:
```
! RIJCOSX wB97M-V def2-TZVPD def2/J DEFGRID3
* xyz 0 2
O 1.182 0.362 -0.152
C 1.138 1.367 -1.001
O 0.270 2.250 -0.600
C -0.246 2.273 0.748
H -0.927 3.128 0.789
H -0.783 1.340 0.953
H 0.573 2.394 1.466
C 2.531 -0.628 -0.170
H 3.386 -0.080 -0.594
H 2.649 -1.227 0.745
C 1.648 -1.201 -1.085
H 0.887 -1.854 -0.637
C -3.303 -1.412 -0.025
C -2.059 -1.678 -0.348
H -3.920 -1.412 0.874
H -1.320 -1.961 0.421
H -1.706 -1.659 -1.385
*
```

frontier orbital gap (alpha / beta)	8.23 / 8.11	eV
HOMO level (alpha / beta)	-0.30282 / -0.30311	Eh
molecular weight	113.14	g mol⁻¹
E_tot	-384.096945	a.u.
energy above the lowest of the compared OMol25 structures with the same formula, charge and spin	8.594	eV
F_max	0.0642	Eh/bohr

Mulliken atomic charge list, values in e, 8 entries: -0.045, -0.214, -0.049, -0.524, 0.254, 0.219, 0.260, -0.074


C5H10O | ωB97M-V/def2-TZVPD

Geometry as ORCA input:
```
! RIJCOSX wB97M-V def2-TZVPD def2/J DEFGRID3
* xyz 0 1
O -2.032 0.167 0.708
C -1.153 0.213 -0.417
C -0.331 -1.117 -0.572
C 0.853 -0.823 0.335
C 1.167 0.601 0.206
C -0.128 1.347 -0.142
H -2.648 -0.575 0.562
H -1.712 0.418 -1.347
H -0.931 -1.996 -0.297
H -0.024 -1.227 -1.623
H 2.397 -0.762 0.816
H 0.769 -1.271 1.322
H 2.285 0.169 1.169
H 2.018 0.896 -0.402
H -0.512 1.948 0.693
H -0.017 2.011 -1.012
*
```

frontier orbital gap	9.34	eV
HOMO level	-0.32597	Eh
molecular weight	86.13	g mol⁻¹
E_tot	-271.550413	a.u.
energy above the lowest of the compared OMol25 structures with the same formula, charge and spin	5.502	eV
F_max	0.0148	Eh/bohr

Mulliken atomic charge list, values in e, 8 entries: -0.566, 0.191, -0.753, -0.494, -0.384, -0.736, 0.332, 0.284